Formula: C3H7ClN2O
Source: OMol25
Level of theory: ωB97M-V/def2-TZVPD

Atoms and positions in Å:
C -1.13 -1.28 0.25
C 0.69 0.34 -0.25
C 0.96 1.32 0.87
H -0.54 -1.98 -0.03
H -1.32 -1.13 1.44
H -2.33 -1.36 -0.01
H 1.03 0.81 -1.29
H 1.34 -0.71 0.01
H 0.55 0.78 1.72
H 0.72 2.19 0.88
N -0.76 0.08 -0.41
N -1.20 0.15 -1.85
O -0.70 -0.86 -2.32
Cl 2.70 1.65 0.98

The HOMO-LUMO gap is 8.558 eV. Its net charge is 0. The value obtained for the HOMO energy is -9.44 eV. The calculation puts the molar mass at 122.55 g mol⁻¹. The LUMO energy comes out at -0.032 hartree. The energy relative to the best compared isomer or geometry (same formula, charge and spin) comes out at 574.8 kJ/mol. The SMILES is CN(CCCl)N=O.

***

Formula: C32H16BrCl5FN3Zr
Source: OMol25
Level of theory: ωB97M-V/def2-TZVPD

Atoms and positions in Å:
Zr -1.35 0.34 -1.16
N 5.60 4.75 5.56
C 4.86 4.30 4.81
C 3.95 3.74 3.87
C 3.30 4.54 2.92
C 2.41 3.96 2.03
C 2.15 2.58 2.05
C 2.84 1.79 2.99
C 3.72 2.37 3.89
C 1.17 1.97 1.12
C 1.38 2.15 -0.22
C 2.39 2.91 -0.83
C 2.03 3.04 -2.16
C 0.82 2.34 -2.32
N 0.42 1.81 -1.17
C 0.11 1.28 1.71
C -0.19 1.28 3.08
C -1.31 0.50 3.27
C -1.66 0.03 1.99
N -0.85 0.53 1.04
H 3.52 5.58 2.86
H 1.94 4.57 1.27
H 2.68 0.71 3.00
H 4.24 1.74 4.61
H 3.29 3.26 -0.36
H 2.60 3.47 -2.99
H 0.23 2.19 -3.21
H 0.38 1.82 3.82
H -1.83 0.31 4.17
H -2.46 -0.67 1.74
Br -4.05 -0.14 -0.56
C -4.07 -1.90 0.05
C -5.19 -2.45 0.57
C -5.17 -3.81 0.98
C -4.02 -4.53 0.87
C -2.84 -3.96 0.31
C -1.62 -4.69 0.25
C -0.48 -4.09 -0.23
C -0.51 -2.72 -0.62
C -1.63 -1.93 -0.59
C -2.84 -2.62 -0.11
H -6.10 -1.86 0.66
H -6.07 -4.27 1.35
H -3.96 -5.58 1.17
H -1.59 -5.73 0.55
H 0.45 -4.65 -0.29
H 0.43 -2.32 -0.97
Cl -2.63 -0.66 -3.84
C -0.92 -0.86 -4.03
C -0.08 -0.56 -2.96
C 1.27 -0.87 -3.18
Cl 2.41 -0.67 -1.89
C 1.74 -1.38 -4.38
Cl 3.40 -1.73 -4.57
C 0.88 -1.62 -5.44
Cl 1.44 -2.24 -6.91
C -0.48 -1.38 -5.25
Cl -1.63 -1.73 -6.47
F -2.49 1.78 -1.88

The HOMO-LUMO gap is 6.749 eV. Its net charge is 0. The value obtained for the HOMO energy is -8.24 eV. The calculation puts the molar mass at 809.89 g mol⁻¹. The LUMO energy comes out at -0.055 hartree.

***

Formula: C21H27N6O7Re
Source: OMol25
Level of theory: ωB97M-V/def2-TZVPD

Atoms and positions in Å:
Re -0.95 -0.09 -0.03
O 1.72 -0.42 -3.80
C 2.50 0.59 -3.44
C 3.55 0.88 -4.33
C 4.46 1.88 -4.07
C 4.37 2.63 -2.89
C 3.33 2.37 -2.02
C 2.38 1.37 -2.27
C 1.27 1.21 -1.31
O 0.23 0.52 -1.67
N 1.35 1.83 -0.15
N 0.12 1.67 0.48
C -0.34 2.64 1.18
C -1.74 2.72 1.54
C -2.13 3.63 2.54
C -3.45 3.89 2.81
C -4.43 3.25 2.04
C -4.08 2.38 1.04
C -2.73 2.07 0.77
O -2.47 1.22 -0.21
H 1.15 -0.74 -3.06
H 3.62 0.27 -5.22
H 5.26 2.07 -4.77
H 5.08 3.41 -2.68
H 3.22 2.95 -1.11
H 0.32 3.48 1.38
H -1.35 4.14 3.10
H -3.73 4.58 3.60
H -5.48 3.45 2.23
H -4.83 1.88 0.43
N 0.74 -1.31 0.70
C 1.95 -1.92 0.10
C 2.70 -2.78 1.13
C 1.87 -3.74 2.00
C 1.45 -5.09 1.38
N 0.72 -5.07 0.13
C -0.51 -4.47 0.00
N -1.27 -4.06 0.97
N -0.93 -4.34 -1.30
C 1.68 -2.62 -1.26
O 2.45 -3.57 -1.55
O 0.78 -2.14 -1.96
H 1.05 -0.74 1.49
H 0.18 -2.05 1.13
H 2.62 -1.08 -0.16
H 3.22 -2.11 1.82
H 3.45 -3.34 0.58
H 0.98 -3.24 2.40
H 2.46 -3.99 2.88
H 0.88 -5.65 2.12
H 2.36 -5.67 1.18
H 1.33 -4.90 -0.67
H -0.87 -4.29 1.87
H -1.99 -2.36 0.04
H -0.18 -4.15 -1.95
H -1.64 -3.62 -1.39
C -2.70 -0.90 2.29
O -1.46 -0.39 1.84
H -2.70 -0.91 3.38
H -2.87 -1.92 1.93
H -3.53 -0.28 1.95
O -2.05 -1.60 -0.57

The HOMO-LUMO gap (spin up / spin down) is 7.367 / 7.891 eV. Its net charge is -1. The value obtained for the HOMO energy (spin up / spin down) is -4.80 / -5.59 eV. The calculation puts the molar mass at 661.69 g mol⁻¹. The LUMO energy (spin up / spin down) comes out at 0.094 / 0.085 hartree. The energy relative to the best compared isomer or geometry (same formula, charge and spin) comes out at 0.0 kJ/mol. Its multiplicity is 4.

***

Formula: C17H18O6
Source: OMol25
Level of theory: ωB97M-V/def2-TZVPD

Atoms and positions in Å:
O -0.47 4.49 -0.12
O 1.00 -1.53 -2.07
O 2.96 2.44 -2.24
O -0.07 2.35 0.63
O 1.78 1.13 1.62
O 0.29 0.68 -1.84
C 0.16 3.44 -0.18
C 0.09 -0.69 -2.14
C 1.34 3.50 -1.07
C 1.86 2.30 -1.48
C -0.10 -1.28 0.99
C -0.20 0.08 0.99
C -3.10 -4.23 2.21
C -3.43 -3.10 1.49
C -1.76 -4.49 2.43
C -2.43 -2.19 1.14
C -0.75 -3.57 2.05
C -1.08 -2.37 1.40
C 2.85 3.23 -3.42
C 1.40 1.41 2.96
C -1.23 -1.06 -2.75
C 0.76 1.20 0.58
C 1.34 1.02 -0.90
H 1.62 4.49 -1.26
H 0.89 -1.68 0.60
H -1.20 0.53 1.22
H -3.86 -4.87 2.61
H -4.46 -2.83 1.40
H -1.38 -5.30 3.03
H -2.89 -1.24 0.68
H 0.33 -3.63 2.28
H 2.09 2.79 -4.13
H 3.73 3.10 -4.02
H 2.53 4.27 -3.28
H 2.33 1.50 3.61
H 0.89 2.40 3.05
H 0.70 0.68 3.46
H -1.22 -1.04 -3.88
H -1.98 -0.30 -2.37
H -1.54 -2.05 -2.40
H 2.18 0.38 -0.88

The HOMO-LUMO gap is 9.412 eV. Its net charge is 0. The value obtained for the HOMO energy is -9.12 eV. The calculation puts the molar mass at 318.32 g mol⁻¹. The LUMO energy comes out at 0.011 hartree. The energy relative to the best compared isomer or geometry (same formula, charge and spin) comes out at 377.8 kJ/mol. The SMILES is COC1=CC(=O)O[C@](/C=C/c2ccccc2)(OC)[C@H]1OC(C)=O.